Computed, not measured: 11 unconnected molecules or ions with the total composition C33H33F11O33 at a distorted geometry, with ωB97M-V/def2-TZVPD.

The geometry in XYZ format:
```
110
Properties=species:S:1:pos:R:3:forces:R:3
O 0.3914 -9.7401 4.1072 2.09 2.08 1.94
C 0.9157 -8.8278 4.7466 -3.39 -2.58 -2.81
O 0.3045 -7.6386 4.8395 -1.46 0.72 -0.93
C 1.1335 -6.6660 5.4381 -0.88 0.46 -1.11
C 2.0544 -7.5730 6.0982 3.81 0.30 0.96
F 1.7043 -7.7430 7.3648 -0.96 -0.78 1.96
O 2.0480 -8.8125 5.4202 0.53 0.49 0.52
H 1.6103 -6.0189 4.7018 0.05 -0.21 -0.28
H 0.5577 -6.0124 6.0933 0.06 -0.39 0.23
H 3.0861 -7.2279 6.1653 0.14 -0.06 -0.49
O 7.1619 -0.6186 1.0925 0.03 2.89 2.20
C 7.1245 0.3753 1.8292 1.95 -4.60 -2.72
O 6.0802 1.0556 2.1035 -2.18 2.32 1.16
C 6.4629 2.0630 3.0746 -0.47 0.90 0.40
C 7.9656 2.1549 2.9460 -1.18 -0.39 -0.34
F 8.5899 2.3419 4.1536 -0.32 0.12 -1.18
O 8.1933 0.8826 2.4733 2.27 -1.69 -0.38
H 6.0077 3.0227 2.8296 -0.44 -0.37 0.16
H 6.2708 1.7068 4.0866 -0.48 0.08 -0.07
H 8.2316 2.8211 2.1254 0.80 0.74 0.74
O -1.7064 -1.7613 -1.9794 2.33 0.76 1.71
C -0.8649 -1.1845 -1.3009 -1.24 -2.54 -1.79
O -0.8873 0.0975 -1.0925 -0.06 1.96 1.09
C 0.0232 0.4386 -0.0298 -1.17 0.80 0.59
C 0.9033 -0.7509 0.0922 1.03 0.77 -2.57
F 1.1311 -1.1392 1.3330 -0.32 -0.74 1.03
O 0.2681 -1.7456 -0.7264 -0.54 0.33 0.48
H 0.5327 1.3759 -0.2530 0.02 -0.27 -0.27
H -0.4701 0.5724 0.9329 -0.61 0.07 -0.13
H 1.8368 -0.3971 -0.3453 0.56 -1.16 -0.11
O 2.0078 9.5550 0.5222 -2.27 -3.66 3.08
C 1.4075 8.7354 1.2517 1.56 2.04 -1.78
O 0.1039 8.7835 1.5790 -0.67 1.40 0.34
C -0.1892 7.9551 2.7086 1.90 -2.21 -0.88
C 0.8728 6.8289 2.3964 -0.95 2.16 1.42
F 0.4030 6.0079 1.4675 -0.22 -0.96 -1.24
O 1.9423 7.6210 1.8770 0.05 -0.25 -0.26
H 0.1045 8.3315 3.6885 -0.25 0.80 -0.21
H -1.1990 7.5448 2.7082 0.07 0.44 -0.31
H 1.1019 6.2388 3.2838 0.80 0.21 -0.17
O 0.4421 0.1071 -10.3427 -0.74 -0.75 2.90
C 0.0262 -0.1849 -9.2324 0.69 0.33 -3.45
O 0.1660 -1.3677 -8.6195 -0.33 -0.23 0.16
C -0.6920 -1.3794 -7.4745 -0.13 0.09 0.56
C -0.9417 0.1273 -7.2287 -0.90 -2.91 -0.05
F -0.0730 0.5924 -6.3267 0.77 1.05 0.42
O -0.7695 0.6343 -8.5057 0.05 1.10 0.53
H -1.6635 -1.8563 -7.6039 -0.02 -0.07 -0.98
H -0.2580 -1.9823 -6.6767 0.51 0.63 0.08
H -1.9622 0.2336 -6.8606 0.08 0.75 -0.16
O -5.4108 -1.5063 5.4173 0.17 -1.68 -0.29
C -5.2249 -2.2451 4.4898 -0.42 3.26 -0.77
O -5.5014 -1.8272 3.2185 -0.45 0.81 0.54
C -5.1926 -2.8296 2.2893 -0.33 -0.22 -0.20
C -4.2045 -3.6831 3.0744 -0.82 -0.30 -0.47
F -2.9332 -3.2647 2.8432 0.24 0.42 0.61
O -4.6582 -3.4296 4.4073 1.62 -1.73 0.43
H -6.1175 -3.3649 2.0743 0.10 -0.33 -0.17
H -4.8337 -2.3440 1.3818 0.33 -0.32 0.13
H -4.1828 -4.7585 2.8983 -0.41 0.11 0.19
O 1.0207 -10.3407 -2.2734 -0.23 2.58 0.62
C 0.6939 -9.1981 -2.0690 -0.82 -1.48 -1.01
O 0.5690 -8.2046 -3.0095 0.31 -2.02 0.24
C 0.1295 -7.0498 -2.3706 0.35 1.37 0.00
C -0.4144 -7.5170 -1.0309 0.44 2.14 -0.96
F -1.7660 -7.6203 -1.1040 -0.96 -0.73 -0.03
O 0.2053 -8.7107 -0.8611 0.60 -1.37 0.39
H 1.0230 -6.4338 -2.2693 -0.16 0.40 0.38
H -0.6062 -6.4986 -2.9562 -0.05 -0.31 -0.05
H -0.2586 -6.7580 -0.2643 0.51 -0.56 0.43
O -2.2412 8.7692 -2.8836 1.44 -3.24 -1.08
C -1.8100 7.7258 -3.3834 -3.24 4.84 0.31
O -2.5959 6.9837 -4.2389 0.08 0.42 0.85
C -1.9837 5.7209 -4.4126 0.50 0.77 0.15
C -0.5429 6.1016 -4.0732 0.77 -0.77 -0.02
F 0.1149 6.4102 -5.2229 0.29 -0.32 -0.19
O -0.5575 7.3095 -3.3210 -0.43 -1.90 -0.06
H -2.4566 5.0043 -3.7412 0.27 -0.13 0.03
H -2.0390 5.3934 -5.4508 -0.08 0.06 0.10
H -0.0313 5.3132 -3.5211 0.42 0.28 -0.09
O -0.9131 2.3868 5.5159 -2.81 0.73 1.49
C -1.8951 2.6170 6.2234 3.13 -0.74 -2.26
O -1.8619 2.6805 7.5260 3.32 -0.27 1.20
C -3.1092 2.6170 8.0846 -0.73 -0.45 0.64
C -3.9163 3.2537 6.9789 0.23 -3.05 0.89
F -3.8585 4.5429 7.1656 -0.23 2.61 -0.62
O -3.1462 2.8327 5.8221 -2.01 0.82 -0.25
H -3.3471 1.5657 8.2468 -0.38 -0.02 0.10
H -3.0704 3.1558 9.0313 -0.43 0.07 -0.18
H -4.9332 2.8639 7.0253 -0.08 0.29 -1.06
O 5.0073 4.8974 -1.1024 2.10 2.36 -1.52
C 5.7237 5.8443 -1.4580 -3.84 -3.22 1.81
O 6.8426 6.1567 -0.8861 1.47 -1.58 0.34
C 7.2826 7.4142 -1.3067 -0.04 0.71 0.99
C 6.3036 7.8052 -2.3945 0.38 -0.15 -0.15
F 6.9587 7.7075 -3.5865 0.02 -0.06 -0.58
O 5.3421 6.7922 -2.3160 -0.61 0.73 -0.91
H 7.1334 7.9368 -0.3618 0.74 1.13 -0.49
H 8.2952 7.3424 -1.7036 -0.04 0.31 0.31
H 5.8696 8.8048 -2.3692 -0.23 -0.25 0.24
O -4.9025 -8.0183 -6.6530 -0.45 1.70 1.59
C -5.3841 -7.1906 -5.9047 1.31 -1.99 -3.07
O -4.7181 -6.2897 -5.1701 -0.30 -0.27 1.25
C -5.6161 -5.9228 -4.0945 -0.16 0.50 -0.39
C -7.0109 -6.1840 -4.7319 2.08 -2.30 0.89
F -7.5310 -5.0816 -5.1854 -1.46 1.76 -0.40
O -6.7095 -7.0261 -5.8191 -0.20 0.01 0.29
H -5.4553 -6.4971 -3.1821 0.17 -0.41 -0.28
H -5.4401 -4.8791 -3.8344 -0.20 0.00 -0.28
H -7.6247 -6.8526 -4.1283 -0.76 0.99 0.39
```
Positions in Å, forces in eV/Å.

Summary:
Orbital gap   10.677 eV
Max |F|   5.8 eV/A
ΔE to the lowest compared entry with this formula, charge and spin   151.1 kcal/mol
Total energy   -4858.74044 Eh
SMILES   O=C1OC[C@@H](F)O1.O=C1OC[C@@H](F)O1.O=C1OC[C@@H](F)O1.O=C1OC[C@@H](F)O1.O=C1OC[C@@H](F)O1.O=C1OC[C@@H](F)O1.O=C1OC[C@@H](F)O1.O=C1OC[C@@H](F)O1.O=C1OC[C@@H](F)O1.O=C1OC[C@@H](F)O1.O=C1OC[C@@H](F)O1